DFT (ωB97M-V/def2-TZVPD) results for a molecular structure, C20H37ClN3OPPt.

The HOMO energy (alpha / beta) is -0.4835 / -0.4973 hartree. The calculation puts the LUMO energy (alpha / beta) at -4.6 / -10.7 eV. The value obtained for the largest force on an atom is 0.0639 hartree/bohr. The HOMO-LUMO gap (alpha / beta) is 8.5 / 2.9 eV. As for the expectation value of S²: 6.05.

The geometry in ORCA input format:
```
! RIJCOSX wB97M-V def2-TZVPD def2/J DEFGRID3
* xyz 2 5
C 0.094 0.167 -6.521
C 1.484 0.750 -6.836
C -0.122 -1.142 -7.302
C -1.003 1.189 -6.875
Cl -0.016 -0.199 -4.723
H -0.074 -0.955 -8.387
H -1.098 -1.585 -7.067
H 0.641 -1.887 -7.043
H 1.573 0.961 -7.914
H 2.283 0.054 -6.554
H 1.658 1.683 -6.285
H -0.986 1.414 -7.953
H -0.862 2.126 -6.321
H -1.998 0.808 -6.615
C 1.817 -1.786 0.105
C 1.088 -2.669 -0.862
C 1.288 -2.118 -2.172
H 0.792 -3.686 -0.619
C 2.058 -0.932 -2.053
C 2.380 -0.696 -0.701
H 3.014 0.089 -0.303
H 2.189 -2.148 1.057
H 1.012 -2.609 -3.102
H 2.444 -0.362 -2.896
C -2.388 0.752 -0.230
C -2.139 -0.476 0.499
C -2.076 -1.567 -0.541
H -2.436 -0.639 1.534
C -2.211 -0.909 -1.828
C -2.410 0.466 -1.613
H -2.650 1.190 -2.391
H -2.629 1.701 0.239
H -2.276 -2.612 -0.307
H -2.245 -1.422 -2.784
Pt -0.156 -1.135 0.148
C -0.748 2.368 4.856
N -0.851 1.789 3.513
C -0.958 2.822 2.469
P 0.107 0.465 3.146
O 0.398 0.431 1.666
N 1.566 0.509 3.943
C 2.727 1.126 3.301
C 1.683 0.367 5.396
N -0.683 -0.834 3.828
C -0.118 -2.184 3.681
C -1.857 -0.702 4.695
H -1.406 3.240 4.907
H 0.269 2.714 5.076
H -1.060 1.672 5.644
H -1.206 2.376 1.504
H -1.753 3.519 2.755
H -0.020 3.388 2.370
H 2.726 2.219 3.435
H 3.636 0.715 3.760
H 2.730 0.890 2.234
H 1.474 1.302 5.933
H 1.020 -0.413 5.785
H 2.715 0.079 5.624
H 0.938 -2.222 4.026
H -0.174 -2.534 2.628
H -0.726 -2.858 4.311
H -1.562 -0.466 5.735
H -2.535 0.076 4.305
H -2.374 -1.669 4.690
*
```